{"formula": "C5H12N2O", "method": "wB97M-V/def2-TZVPD", "species": ["C", "C", "C", "N", "N", "C", "C", "O", "H", "H", "H", "H", "H", "H", "H", "H", "H", "H", "H", "H"], "coordinates": [[-1.250, 1.760, 0.302], [-1.864, -1.741, -0.432], [2.809, 0.447, -0.206], [-1.364, 0.544, -0.486], [-1.536, -0.523, 0.286], [1.792, -0.234, 0.574], [1.184, -0.747, 1.500], [0.179, 0.500, -1.199], [0.008, 0.123, -2.071], [-2.232, 1.955, 0.734], [-0.502, 1.668, 1.095], [-0.973, 2.566, -0.372], [-2.184, -2.494, 0.290], [-2.669, -1.526, -1.129], [-0.999, -2.128, -0.983], [3.132, -0.174, -1.042], [3.667, 0.673, 0.433], [2.404, 1.370, -0.619], [-0.751, -0.662, 0.973], [1.148, -1.377, 2.353]], "forces_ev_per_a": [[0.272, 0.007, -0.155], [0.254, 0.060, 0.095], [-0.262, 0.212, -0.547], [1.045, 0.274, -1.281], [0.738, -0.590, 0.899], [-0.060, -0.747, 2.393], [1.647, 0.339, -1.275], [-1.557, 0.205, 0.434], [-0.336, 0.099, 0.103], [0.060, -0.041, -0.012], [-0.024, 0.010, 0.033], [-0.026, -0.001, 0.064], [-0.026, 0.050, -0.090], [-0.074, -0.042, -0.017], [-0.054, -0.011, -0.019], [0.045, 0.020, -0.018], [-0.136, -0.076, -0.056], [0.063, 0.024, -0.021], [-0.986, 0.253, -0.752], [-0.580, -0.045, 0.222]], "mol_weight_g_mol": 116.16, "orbital_gap_ev": 9.50, "total_charge": 0, "relative_energy_kj_mol": 615.0, "fmax_ha_per_bohr": 0.0488, "smiles": "CNN(C)O.C#CC", "lumo_ev": 0.92}